No. 1
Molecular formula: HIP2S
Method: DFT, ωB97M-V with the def2-TZVPD basis set

## Properties
Net charge: 0
2S+1: 1
LUMO, eV: -1.87
Energy above the lowest of the compared OMol25 structures with the same formula, charge and spin, eV: 0.751

Each line ends with the Mulliken charge.
Element x y z (Å)
1 S -0.024317 0.363138 -2.536132  -0.24
2 P 0.787439 0.764266 -0.831974  0.23
3 P 0.003219 -0.787619 0.296499  -0.06
4 I 0.522445 -0.197324 2.603606  -0.07
5 H -1.288786 -0.142460 0.468001  0.14

Force components x, y, z for each atom (eV/Å):
0.04 -0.01 0.28
0.88 1.77 -1.28
-1.89 -1.36 1.30
0.35 0.07 0.25
0.62 -0.46 -0.55

No. 2
Molecular formula: HIS2
Method: DFT, ωB97M-V with the def2-TZVPD basis set

## Properties
Net charge: 0
2S+1: 1
LUMO, eV: -1.79
Energy above the lowest of the compared OMol25 structures with the same formula, charge and spin, eV: 1.779

Each line ends with the Mulliken charge.
Element x y z (Å)
1 S 1.156987 -1.217996 0.101815  -0.26
2 S -1.411276 1.799576 0.480068  -0.42
3 I -1.166300 -0.482202 -0.096731  0.50
4 H 1.420590 -0.099379 -0.485153  0.18

Force components x, y, z for each atom (eV/Å):
-0.87 -0.78 0.71
0.29 -1.26 -0.23
-0.19 0.85 0.30
0.77 1.20 -0.78

No. 3
Molecular formula: HN2O3
Method: DFT, ωB97M-V with the def2-TZVPD basis set

## Properties
Net charge: -1
2S+1: 1
LUMO (spin up / spin down), eV: 3.76 / 3.77
Energy above the lowest of the compared OMol25 structures with the same formula, charge and spin, eV: 2.148

Each line ends with the Mulliken charge.
Element x y z (Å)
1 N -0.821612 -2.634270 -0.857500  0.01
2 N -1.144954 -1.485762 -0.741973  0.74
3 O -1.999446 -0.699212 -1.082660  -0.56
4 O 0.413899 -0.290051 0.583629  -0.88
5 O 0.150830 -3.218329 -0.404973  -0.51
6 H 0.715686 0.293940 -0.114263  0.20

Force components x, y, z for each atom (eV/Å):
-0.03 -0.03 0.05
0.18 2.08 0.53
-0.18 -0.17 -0.14
-0.77 -0.89 -0.26
0.81 -1.08 0.18
-0.01 0.10 -0.35